(1)
C34H49N6O4SSbSe4Ti | wB97M-V/def2-TZVPD

Structure (XYZ):
```
100
Properties=species:S:1:pos:R:3:forces:R:3
Ti 0.79249 0.08979 0.02552 -0.9645 0.9886 -1.5570
C 1.41898 3.91270 2.39029 -0.1128 0.0887 0.0056
C 0.35001 2.86667 2.60238 0.1437 0.2163 0.0546
C 0.42664 2.01525 3.70249 0.2016 -0.0589 0.2815
C 1.55473 2.22753 4.69112 -0.0113 0.1257 -0.0987
C -0.51952 0.99453 3.85412 0.0128 -0.0546 0.1916
C -0.51225 0.09756 5.07494 -0.0487 0.0185 -0.1579
C -1.51122 0.81750 2.88658 -0.1600 0.0840 0.1677
C -2.49858 -0.32307 3.01256 0.0144 0.1234 0.0049
C -1.66077 1.74863 1.85113 -0.0587 0.0658 0.0347
C -2.93169 1.74097 1.02629 0.0190 0.0152 -0.0152
C -0.71123 2.76640 1.70251 -0.2992 0.2197 -0.0551
C -0.87516 3.85349 0.66261 0.1071 -0.0370 -0.0714
H 2.17304 3.51803 1.70540 0.0639 -0.0262 -0.0235
H 1.93910 4.16958 3.31193 -0.0682 -0.0173 -0.0974
H 1.01935 4.83358 1.95611 0.0411 -0.1122 0.0319
H 1.41573 3.17261 5.24398 0.0011 -0.2243 -0.0835
H 2.51459 2.30544 4.16996 -0.0733 -0.0792 0.0462
H 1.66574 1.42051 5.40571 0.0259 -0.0656 -0.0190
H -0.06340 -0.87419 4.85569 0.0569 -0.0292 -0.0159
H -1.52991 -0.06675 5.44090 0.0409 -0.0124 -0.0244
H 0.06004 0.52815 5.88795 0.0217 0.0220 0.0371
H -3.44019 0.00102 3.47709 0.0582 -0.0486 -0.0174
H -2.09436 -1.12726 3.61989 0.0350 -0.0716 0.0223
H -2.73436 -0.73655 2.03342 -0.0103 -0.0298 -0.0707
H -2.79639 1.32090 0.02865 0.0136 -0.0342 -0.0425
H -3.31670 2.75574 0.90300 0.0153 -0.0478 -0.0036
H -3.71514 1.16752 1.51849 0.0119 -0.0061 -0.0079
H -0.98389 4.83022 1.14998 -0.0040 -0.0717 -0.0614
H -1.75331 3.70322 0.03735 0.0626 -0.0139 -0.0148
H 0.00169 3.91530 0.00960 -0.0787 -0.0112 0.0223
C 2.07423 -0.23371 -2.85870 0.3752 0.0182 -0.1558
C 1.93057 -0.82699 -1.43170 -0.0497 -1.0762 -1.2985
O 2.31027 -2.01732 -1.39544 0.0657 0.0061 0.1973
H 3.07365 -0.46125 -3.26754 -0.2189 -0.0025 0.0452
H 1.89161 0.83461 -2.90979 -0.0941 0.2655 -0.0632
H 1.34582 -0.74240 -3.50499 -0.0042 0.0254 0.0507
O 1.87609 3.55481 -1.90437 -0.1308 -0.4516 0.5668
C 2.32260 2.68306 -1.14015 -1.5310 0.1204 -0.2422
O 1.68932 1.82463 -0.44017 -0.1459 1.7193 -1.0223
C 3.79528 2.63732 -0.98323 1.1012 0.1602 -0.1290
N 4.25818 1.35219 -0.39280 0.9196 -0.1766 0.8737
C 5.28784 0.75354 -1.30556 -0.0446 0.3380 -0.1042
C 5.83266 1.96849 -2.05762 -0.0837 -0.0773 0.0522
C 4.56066 2.78452 -2.30081 0.2427 -0.1197 -0.0066
H 4.06944 3.43560 -0.29779 0.1081 0.0708 0.1815
H 3.45461 0.71457 -0.24158 -0.0448 -0.0040 0.2178
H 4.67656 1.50595 0.58621 -0.4406 -0.1317 -0.7235
H 4.79288 0.06260 -1.98499 -0.1207 0.0030 0.0655
H 5.99759 0.20377 -0.71176 0.2663 -0.2064 0.2849
H 6.34342 1.68630 -2.98309 -0.0274 0.0191 0.1519
H 6.52987 2.52082 -1.41699 -0.0321 -0.0743 -0.0926
H 3.98141 2.33938 -3.11347 -0.0283 0.0489 0.0408
H 4.73808 3.82973 -2.54812 -0.0206 -0.0409 0.0331
C -1.10704 -2.19715 -2.01837 -0.1407 0.0662 -0.3002
C -1.28491 -0.72359 -2.19272 -0.1483 0.8098 0.0365
N -0.80928 0.20838 -1.37258 -0.7370 0.6310 -1.6328
C -1.12904 1.45385 -1.96198 0.1392 -0.5431 0.2211
C -1.79646 1.27177 -3.12299 -0.0062 -0.5387 0.1275
N -1.90514 -0.11484 -3.28001 0.1934 0.1129 0.3231
C -2.49579 -0.74261 -4.41648 -0.5211 0.4530 0.7155
N -3.97023 -0.75343 -4.37177 2.1730 -0.4104 0.1480
N -4.63924 -0.03060 -5.24934 1.5240 1.1097 -0.9696
N -5.85501 -0.28450 -5.18884 -2.4066 -0.6132 0.2656
C -6.03609 -1.25986 -4.21356 -0.3856 0.4564 -0.5581
C -7.17900 -1.90959 -3.77158 -0.5855 -0.1890 0.1271
C -7.02272 -2.84270 -2.77865 0.1776 -0.1335 0.2079
C -5.74331 -3.12362 -2.21688 -0.9236 -0.2127 0.0138
C -4.62111 -2.50089 -2.65545 0.6637 0.3646 -0.3613
C -4.80397 -1.56359 -3.69039 0.3760 -0.5063 0.8032
H -1.68011 -2.56015 -1.16375 0.0428 0.0420 0.0512
H -1.41530 -2.75481 -2.91255 0.0710 0.1196 0.1874
H -0.05765 -2.41503 -1.82027 0.0817 0.0545 0.0729
H -0.79808 2.38298 -1.52166 0.0248 -0.1797 -0.0092
H -2.20875 1.96864 -3.84916 0.1794 -0.2970 0.2474
H -2.12061 -1.74516 -4.49114 -0.0123 -0.5171 -0.0887
H -2.22351 -0.19462 -5.30112 -0.0675 0.1821 -0.4232
H -8.15041 -1.68085 -4.19809 0.1011 -0.0298 0.0613
H -7.89016 -3.37374 -2.40939 0.0265 -0.0145 0.0557
H -5.65702 -3.84441 -1.41632 -0.0926 -0.0689 0.0251
H -3.65036 -2.72066 -2.22372 -0.1281 0.1229 -0.1051
Se 6.00680 -1.83723 1.97323 -0.3708 0.0604 -0.1154
Sb 4.34750 -0.42994 3.12819 1.0788 0.3008 0.1814
Se 2.27199 -0.17905 1.72280 2.2378 -0.1955 3.2235
Se 5.30800 1.89943 3.14625 -0.4241 -0.2994 -0.4686
Se 3.70864 -1.29736 5.32345 -0.2477 0.0463 -0.1986
O -0.17117 -1.50867 0.75630 -0.3775 -1.6423 1.1410
S 0.39555 -2.18917 2.05877 -0.8792 -0.3823 -0.0963
C 1.73267 -3.31862 1.58394 -0.2517 -0.5627 0.1160
C 1.23127 -4.77711 1.64778 -0.0594 0.3321 -0.1547
C -0.26285 -4.73722 1.32091 0.1434 0.0519 0.1585
C -0.80233 -3.60691 2.18752 -0.1333 0.1551 -0.2684
H 2.55284 -3.11381 2.25793 0.2656 0.0745 0.1474
H 2.02080 -3.01309 0.58398 0.0896 0.1478 -0.3130
H 1.38532 -5.18640 2.65191 -0.0201 0.0239 -0.0763
H 1.77881 -5.40051 0.93749 0.0776 0.0627 0.0749
H -0.75646 -5.69804 1.50996 0.0010 0.1103 0.0265
H -0.40319 -4.49000 0.26528 0.0092 0.0283 -0.0091
H -0.83218 -3.89593 3.24655 0.0121 0.0938 -0.1613
H -1.77843 -3.22486 1.87331 0.1112 -0.0259 0.1638
```
Forces are in eV/Å.

Summary:
M   1123.34 g mol⁻¹
Largest force on an atom   3.929 eV/A
Net charge   -2
Lowest unoccupied orbital energy (spin up / spin down)   0.122 / 0.122 Ha
Gap between HOMO and LUMO (spin up / spin down)   3.340 / 4.603 eV
E_HOMO (spin up / spin down)   0.0 / -1.3 eV
Multiplicity   3
Energy relative to the best compared isomer or geometry (same formula, charge and spin)   0.0 kcal/mol

***

(2)
C34H50AuN4P | wB97M-V/def2-TZVPD

Structure (XYZ):
```
90
Properties=species:S:1:pos:R:3:forces:R:3
Au 0.35089 -0.31045 0.34126 -0.3679 0.1102 1.0586
C 0.58243 1.23826 4.07958 -1.5360 0.8720 0.2373
N 1.56333 0.47636 3.30975 1.7808 2.1066 -1.0746
C 2.39037 -0.42112 4.11972 -1.8368 -2.2330 0.6978
C 2.42655 1.45179 2.45091 1.6506 -0.5800 -0.8683
C 3.11186 0.59672 1.34506 0.4885 -0.3184 -0.8359
C 4.50250 0.72320 0.99925 -2.3073 0.3829 1.9905
C 5.10358 -0.26785 0.26995 0.7768 1.6895 -0.0989
C 4.38959 -1.33489 -0.15081 -0.6075 -2.3571 -0.5273
C 2.98836 -1.41643 -0.02589 1.5980 0.6760 0.3116
C 2.33069 -0.38780 0.69168 0.7843 -0.2241 -0.5546
H 0.01958 0.62457 4.80160 0.4257 -0.1746 -0.4347
H -0.16148 1.56786 3.31029 0.5956 0.2812 0.8678
H 1.02932 2.07986 4.69795 -0.2758 -0.9473 -1.2182
H 1.15851 -0.06969 2.50450 -0.5755 -0.1550 0.2885
H 3.14296 0.01878 4.75101 -0.1458 0.7311 0.2318
H 2.89162 -1.14300 3.48347 -0.0274 0.0335 -0.2843
H 1.58507 -0.99534 4.71635 1.6939 0.6943 -0.5356
H 3.25475 1.80543 3.04966 0.0280 0.0195 0.7460
H 1.95170 2.38740 2.10059 -0.7825 -0.9780 0.1093
H 5.07764 1.51653 1.46324 0.1062 0.1216 -0.1923
H 6.12457 -0.10339 -0.04218 0.2724 -0.4016 0.2409
H 5.01027 -2.17929 -0.49164 -0.7259 0.2805 -0.4494
H 2.49515 -2.27806 -0.48568 -0.0534 0.5098 0.3865
C 2.80877 5.17546 -2.67458 -0.9456 -0.6777 -1.0372
C 1.86463 5.68087 -1.59106 0.5377 0.3361 -0.3849
C 2.69590 6.28042 -0.43766 -0.2645 1.0244 0.7833
P 0.75824 4.28308 -1.01981 0.7400 -0.2256 1.0347
C -0.76837 5.20390 -0.54256 1.0148 0.3622 0.9922
C -1.55116 6.00136 -1.61697 0.2408 -0.0548 0.0371
C -1.59013 4.26302 0.37668 -0.7321 -0.3222 -0.7321
C 0.39797 3.34584 -2.53751 -0.9336 -0.3385 -1.7321
C -1.06001 2.84647 -2.64664 -0.1102 -0.9115 1.7743
C 1.35170 2.14426 -2.79597 0.6706 1.2076 -0.3784
H 3.45744 5.95711 -3.03261 0.5019 0.3235 0.1358
H 2.20117 4.89088 -3.57828 0.7760 0.0029 0.8051
H 3.38499 4.30412 -2.33375 0.0042 0.2854 -0.1621
H 1.24722 6.45697 -2.06352 0.0246 0.0211 0.2077
H 3.04081 5.51152 0.24236 0.3315 -0.4512 -0.0806
H 2.08758 6.91913 0.23358 0.0087 -0.1643 -0.4266
H 3.58330 6.92935 -0.69683 -0.9519 -0.8109 -0.2917
H -0.18662 5.89662 0.14378 -1.0506 -0.2074 -0.6198
H -2.62813 6.05778 -1.39880 0.3381 0.1115 0.2009
H -1.48998 5.48123 -2.58285 0.1010 0.4808 0.1747
H -1.15244 7.03053 -1.72841 -0.2667 -0.6203 -0.0029
H -2.60621 4.14450 -0.05856 0.5283 -0.1120 0.4059
H -1.68864 4.65299 1.37903 -0.1744 0.3463 0.2687
H -1.14959 3.25697 0.50507 -0.1863 0.3997 -0.3138
H 0.46056 4.12040 -3.32336 0.2421 -0.5670 -0.1794
H -1.34039 2.20497 -1.73516 0.2446 0.8978 -1.2189
H -1.19249 2.20294 -3.51874 0.1364 0.1214 -0.0183
H -1.73684 3.69076 -2.73144 -0.2674 -0.2751 0.1204
H 1.45444 1.57835 -1.87070 0.4843 0.0749 0.0904
H 2.31898 2.53955 -3.21861 -0.6892 -0.7212 0.8362
H 0.97670 1.42857 -3.52982 -0.3232 0.2876 -0.1172
C -4.79703 -1.93730 0.80255 -0.6971 0.5289 0.4107
C -4.29206 -0.47089 0.78759 1.1549 0.9272 -0.2989
C -4.59612 0.29582 2.10678 1.0847 -1.1507 -0.0771
C -4.90949 0.30601 -0.42852 1.0986 -0.9922 0.0223
C -2.79779 -0.40549 0.60740 -0.5972 -0.2838 -0.3576
C -1.61570 -0.30637 0.32058 -1.1845 -0.0981 0.0196
H -5.87132 -1.92031 1.08476 0.5005 -0.1024 0.0742
H -4.24339 -2.57854 1.51582 -0.2467 0.4219 -0.3985
H -4.78570 -2.37357 -0.19778 0.3710 0.0044 0.0423
H -5.64418 0.44917 2.23126 -0.8660 0.0498 0.2409
H -4.07963 1.24784 2.10906 -0.0092 0.2618 -0.1759
H -4.16599 -0.27716 2.95376 -0.4529 0.2312 -0.3044
H -5.98067 0.25123 -0.38402 -0.6697 0.3069 0.0534
H -4.58860 -0.23274 -1.33269 -0.1454 0.2025 0.1329
H -4.51957 1.32934 -0.52779 -0.2964 -0.2833 0.3309
N -4.69044 -9.72530 -1.97153 0.9379 1.2496 0.2384
C -3.87884 -8.92853 -1.73035 -1.3906 -1.6356 -0.3785
C -2.78114 -8.09787 -1.39326 1.9259 0.0675 0.5836
C -1.50409 -8.38398 -1.93858 -0.2490 -0.5660 0.1785
C -0.37615 -7.67466 -1.56552 -0.3227 1.5335 0.2635
C -0.50668 -6.60617 -0.60981 -0.7378 -1.7353 -0.4129
C -1.77916 -6.32443 -0.06839 1.0037 -0.0678 -0.3861
C -2.86854 -7.10928 -0.41175 -1.1408 0.9572 -1.2407
N 0.67793 -6.00768 -0.14324 0.5399 -1.4876 -0.5876
C 1.92931 -6.66810 -0.20149 0.2481 1.0566 0.4236
C 2.83981 -5.73778 0.24241 -1.4364 -0.1232 0.0962
N 2.18784 -4.59842 0.62357 -1.2262 0.4585 -0.4002
C 0.89265 -4.78440 0.35595 1.2828 1.6175 1.0855
H -1.38154 -9.25789 -2.58904 -0.1917 0.5747 -0.0150
H 0.56724 -7.79743 -2.12515 -0.5606 -0.1675 0.6827
H -1.90505 -5.45464 0.56323 -0.0035 -0.1863 0.2290
H -3.88901 -6.79029 -0.15167 0.6363 -0.2802 0.4504
H 2.05210 -7.72430 -0.36574 -0.2601 0.0949 -0.3290
H 3.90059 -5.75934 0.34727 0.4001 -0.4524 0.0133
H 0.13118 -4.00595 0.57845 0.5115 -0.8953 -0.4734
```
Forces are in eV/Å.

Summary:
M   742.74 g mol⁻¹
Largest force on an atom   3.071 eV/A
Lowest unoccupied orbital energy   -0.005 Ha
Gap between HOMO and LUMO   7.427 eV
E_HOMO   -7.6 eV
Energy relative to the best compared isomer or geometry (same formula, charge and spin)   0.0 kcal/mol

***

The lowest M belongs to which entry? C34H50AuN4P

***

Look up the largest force on an atom of the second one. 3.071 eV/A

***

What is the formula in the second record? C34H50AuN4P